Computed, not measured: 3 unconnected molecules or ions with the total composition C30H35Br3Cl3F14NO13S2, with the ωB97M-V functional and the def2-TZVPD basis.

Calculated values
Structure (SMILES): CC[C@@H](Br)[C@@]1(CC(=O)Cl)[C@](CC[C@](F)(Br)C(F)(F)Br)(OC[C@@H](C)O)[C@H](N=C=O)[C@]([C@H](Cl)[C@H](C)Cl)(S(=O)(=O)C(F)(F)C(F)(F)F)OS1(=O)=O.CCOC(=O)C(F)(F)F.CCOC(=O)C(F)(F)F
Total energy (eV): -367193.36715
Highest occupied orbital energy (Eh): -0.370

```
! RIJCOSX wB97M-V def2-TZVPD def2/J DEFGRID3
* xyz 0 1
C -2.505 1.088 6.347
C -1.949 0.589 5.018
C -0.720 -0.337 5.080
Br -0.679 -1.291 6.813
C -0.583 -1.339 3.921
C -1.526 -2.544 3.972
C -2.993 -2.280 4.265
O -3.477 -2.058 5.310
Cl -4.096 -2.433 2.845
C -0.569 -0.658 2.479
C 0.366 0.535 2.447
C 0.349 1.395 1.168
C 0.440 2.892 1.440
F -0.401 3.321 2.413
Br -0.134 3.784 -0.219
C 1.903 3.324 1.718
F 2.474 2.471 2.592
F 2.619 3.252 0.573
Br 2.001 5.153 2.338
O -1.939 -0.450 2.213
C -2.555 0.801 2.008
C -3.085 1.018 0.583
C -4.381 0.258 0.312
O -3.370 2.422 0.495
C -0.107 -1.657 1.324
N -1.264 -2.369 0.755
C -1.682 -2.034 -0.331
O -2.109 -1.771 -1.343
C 1.050 -2.626 1.548
C 2.220 -2.478 0.532
Cl 2.784 -0.791 0.494
C 2.064 -3.039 -0.872
C 3.469 -3.099 -1.511
Cl 1.108 -1.964 -1.925
S 0.669 -4.474 1.584
O 1.952 -5.085 1.387
O 0.061 -4.861 2.821
C -0.435 -5.210 0.262
F 0.211 -6.338 -0.114
F -0.608 -4.484 -0.856
C -1.834 -5.703 0.781
F -2.479 -6.161 -0.323
F -2.569 -4.726 1.312
F -1.693 -6.730 1.629
O 1.774 -2.450 2.745
S 1.132 -2.033 4.183
O 1.097 -3.178 5.023
O 1.982 -0.981 4.643
H -1.738 1.485 7.000
H -3.153 1.927 6.094
H -3.136 0.354 6.828
H -2.785 0.201 4.457
H -1.625 1.491 4.502
H 0.140 0.305 5.164
H -1.219 -3.261 4.724
H -1.512 -3.091 3.040
H 1.386 0.180 2.543
H 0.246 1.200 3.293
H -0.518 1.255 0.539
H 1.200 1.199 0.525
H -3.451 0.826 2.628
H -1.992 1.684 2.287
H -2.322 0.838 -0.169
H -4.897 0.064 1.246
H -4.247 -0.644 -0.275
H -5.019 0.929 -0.253
H -3.604 2.758 1.365
H 0.222 -0.979 0.542
H 3.074 -2.979 0.961
H 1.722 -4.061 -0.924
H 4.187 -3.534 -0.823
H 3.445 -3.742 -2.384
H 3.760 -2.107 -1.832
C 0.059 4.687 -6.632
C -0.496 3.460 -5.941
O -0.991 3.782 -4.627
C -2.211 4.291 -4.577
O -2.935 4.509 -5.500
C -2.606 4.537 -3.111
F -1.609 5.119 -2.429
F -2.897 3.378 -2.513
F -3.672 5.323 -3.032
H 0.821 5.159 -6.012
H 0.502 4.412 -7.588
H -0.724 5.423 -6.812
H 0.289 2.725 -5.784
H -1.281 2.987 -6.529
C 4.736 -0.116 -6.675
C 5.175 1.115 -5.913
O 4.094 1.654 -5.126
C 3.881 1.074 -3.958
O 4.484 0.155 -3.492
C 2.732 1.789 -3.226
F 1.702 2.030 -4.046
F 3.148 2.962 -2.738
F 2.296 1.044 -2.219
H 3.860 0.107 -7.285
H 5.538 -0.462 -7.325
H 4.468 -0.924 -5.995
H 5.458 1.909 -6.599
H 6.032 0.908 -5.274
*
```

These are the Löwdin partial charges, in e, on atoms 1 to 99: atom 1 (C): -0.132, atom 2 (C): -0.268, atom 3 (C): -0.562, atom 4 (Br): 0.877, atom 5 (C): -0.332, atom 6 (C): -0.145, atom 7 (C): -0.731, atom 8 (O): 0.067, atom 9 (Cl): 0.710, atom 10 (C): -0.307, atom 11 (C): -0.097, atom 12 (C): -0.183, atom 13 (C): -0.787, atom 14 (F): -0.019, atom 15 (Br): 0.915, atom 16 (C): -0.937, atom 17 (F): 0.072, atom 18 (F): 0.000, atom 19 (Br): 0.841, atom 20 (O): -0.096, atom 21 (C): -0.165, atom 22 (C): -0.375, atom 23 (C): -0.022, atom 24 (O): -0.052, atom 25 (C): -0.157, atom 26 (N): 0.160, atom 27 (C): -0.371, atom 28 (O): 0.229, atom 29 (C): -0.414, atom 30 (C): -0.613, atom 31 (Cl): 0.833, atom 32 (C): -0.707, atom 33 (C): -0.115, atom 34 (Cl): 0.737, atom 35 (S): 0.830, atom 36 (O): -0.239, atom 37 (O): -0.235, atom 38 (C): -0.436, atom 39 (F): 0.123, atom 40 (F): 0.105, atom 41 (C): -0.540, atom 42 (F): 0.159, atom 43 (F): 0.141, atom 44 (F): 0.181, atom 45 (O): -0.188, atom 46 (S): 0.674, atom 47 (O): -0.257, atom 48 (O): -0.243, atom 49 (H): 0.069, atom 50 (H): 0.079, atom 51 (H): 0.061, atom 52 (H): 0.082, atom 53 (H): 0.105, atom 54 (H): 0.079, atom 55 (H): 0.114, atom 56 (H): 0.069, atom 57 (H): 0.085, atom 58 (H): 0.117, atom 59 (H): 0.076, atom 60 (H): 0.064, atom 61 (H): 0.126, atom 62 (H): 0.109, atom 63 (H): 0.127, atom 64 (H): 0.064, atom 65 (H): 0.068, atom 66 (H): 0.085, atom 67 (H): 0.093, atom 68 (H): 0.098, atom 69 (H): 0.102, atom 70 (H): 0.084, atom 71 (H): 0.092, atom 72 (H): 0.084, atom 73 (H): 0.046, atom 74 (C): -0.054, atom 75 (C): -0.196, atom 76 (O): 0.033, atom 77 (C): -0.402, atom 78 (O): 0.176, atom 79 (C): -0.555, atom 80 (F): 0.095, atom 81 (F): 0.160, atom 82 (F): 0.181, atom 83 (H): 0.084, atom 84 (H): 0.083, atom 85 (H): 0.079, atom 86 (H): 0.105, atom 87 (H): 0.127, atom 88 (C): -0.058, atom 89 (C): -0.191, atom 90 (O): 0.037, atom 91 (C): -0.399, atom 92 (O): 0.168, atom 93 (C): -0.546, atom 94 (F): 0.160, atom 95 (F): 0.175, atom 96 (F): 0.132, atom 97 (H): 0.083, atom 98 (H): 0.084, atom 99 (H): 0.078

Computed, not measured: a molecular structure, C30H35CsN7O2, with the ωB97M-V functional and the def2-TZVPD basis.

Calculated values
Total energy (eV): -46752.11608
Highest occupied orbital energy (Eh): -0.137

```
! RIJCOSX wB97M-V def2-TZVPD def2/J DEFGRID3
* xyz -1 1
Cs -0.434 0.136 -0.773
C -4.617 -0.636 1.817
C -4.731 -1.758 0.752
C -4.701 -1.231 -0.721
C -3.781 -2.919 1.217
C -4.384 -4.049 1.750
C -3.620 -5.085 2.291
C -2.211 -4.987 2.164
C -1.570 -3.856 1.649
C -0.074 -3.796 1.680
C 0.669 -3.621 0.390
C 0.355 -2.811 2.819
C -2.316 -2.736 1.283
O -1.789 -1.634 0.971
H -5.032 -1.011 2.773
H -5.170 0.246 1.400
H -3.598 -0.317 1.917
H -5.720 -2.224 0.841
H -3.880 -0.519 -0.913
H -5.722 -0.805 -0.859
H -4.536 -2.069 -1.362
H -5.402 -4.165 1.697
H -4.117 -5.897 2.857
H -1.637 -5.774 2.540
H 0.196 -4.825 2.035
H 0.453 -2.583 0.017
H 0.344 -4.385 -0.373
H 1.721 -3.636 0.642
H 0.094 -1.737 2.516
H 1.436 -2.944 3.090
H -0.333 -2.942 3.713
C 4.967 2.416 0.244
N 4.764 1.499 -0.899
N 3.954 0.473 -0.514
C 3.004 0.201 -1.546
O 2.233 -0.720 -1.563
C 3.202 1.291 -2.413
C 4.126 2.112 -1.975
C 4.560 3.424 -2.447
C 4.465 -0.454 0.389
C 5.836 -0.612 0.540
C 6.317 -1.456 1.517
C 5.446 -2.300 2.229
C 4.062 -2.224 1.920
C 3.567 -1.219 1.105
H 5.816 3.025 0.283
H 5.006 1.758 1.097
H 4.090 3.019 0.476
H 2.594 1.523 -3.241
H 4.006 4.155 -1.820
H 4.473 3.596 -3.490
H 5.664 3.584 -2.112
H 6.504 -0.031 -0.064
H 7.430 -1.427 1.794
H 5.937 -2.992 2.913
H 3.387 -2.873 2.474
H 2.496 -1.262 0.835
N -5.025 5.419 -2.507
C -4.153 4.421 -2.067
C -2.846 4.401 -2.568
C -2.104 3.316 -2.196
N -2.507 2.361 -1.397
C -3.701 2.505 -0.793
C -4.621 3.480 -1.187
H -4.798 5.783 -3.437
H -5.988 5.189 -2.319
H -2.468 5.132 -3.334
H -1.077 3.179 -2.553
H -4.091 1.742 -0.053
H -5.521 3.523 -0.677
N 0.632 5.692 -3.436
C 0.934 4.687 -2.950
N 1.241 3.481 -2.582
C 1.165 3.085 -1.293
N 1.129 2.666 -0.204
*
```

Let us look at the Löwdin charges, expressed in e, one per atom: atom 1 (Cs): 1.116, atom 2 (C): -0.072, atom 3 (C): -0.352, atom 4 (C): -0.062, atom 5 (C): -0.109, atom 6 (C): -0.100, atom 7 (C): -0.124, atom 8 (C): -0.062, atom 9 (C): -0.188, atom 10 (C): -0.401, atom 11 (C): -0.067, atom 12 (C): -0.056, atom 13 (C): -0.393, atom 14 (O): -0.295, atom 15 (H): 0.084, atom 16 (H): 0.064, atom 17 (H): 0.053, atom 18 (H): 0.105, atom 19 (H): 0.048, atom 20 (H): 0.080, atom 21 (H): 0.058, atom 22 (H): 0.064, atom 23 (H): 0.083, atom 24 (H): 0.071, atom 25 (H): 0.126, atom 26 (H): 0.032, atom 27 (H): 0.105, atom 28 (H): 0.056, atom 29 (H): 0.088, atom 30 (H): 0.053, atom 31 (H): 0.095, atom 32 (C): -0.013, atom 33 (N): -0.063, atom 34 (N): 0.025, atom 35 (C): -0.453, atom 36 (O): -0.085, atom 37 (C): 0.006, atom 38 (C): -0.302, atom 39 (C): -0.008, atom 40 (C): -0.214, atom 41 (C): -0.043, atom 42 (C): -0.103, atom 43 (C): -0.083, atom 44 (C): -0.067, atom 45 (C): 0.005, atom 46 (H): 0.069, atom 47 (H): 0.079, atom 48 (H): 0.096, atom 49 (H): 0.109, atom 50 (H): 0.098, atom 51 (H): 0.075, atom 52 (H): 0.117, atom 53 (H): 0.108, atom 54 (H): 0.123, atom 55 (H): 0.093, atom 56 (H): 0.080, atom 57 (H): 0.111, atom 58 (N): 0.086, atom 59 (C): -0.334, atom 60 (C): -0.006, atom 61 (C): -0.184, atom 62 (N): -0.039, atom 63 (C): -0.120, atom 64 (C): -0.028, atom 65 (H): 0.098, atom 66 (H): 0.082, atom 67 (H): 0.127, atom 68 (H): 0.080, atom 69 (H): 0.108, atom 70 (H): 0.086, atom 71 (N): 0.069, atom 72 (C): -0.481, atom 73 (N): 0.017, atom 74 (C): -0.459, atom 75 (N): 0.038

Computed, not measured: a molecular structure, C30H35IrNOS, with the ωB97M-V functional and the def2-TZVPD basis.

Calculated values
Energy above the lowest of the compared OMol25 structures with the same formula, charge and spin (kcal/mol): 10.0
Total energy (eV): -48875.30746
Highest occupied orbital energy (alpha / beta) (Eh): -0.512 / -0.512

```
! RIJCOSX wB97M-V def2-TZVPD def2/J DEFGRID3
* xyz 2 2
Ir 0.458 -0.404 0.112
C -3.229 -1.386 0.337
C -2.275 -0.720 1.274
C -1.498 0.407 0.834
C -0.926 1.277 1.832
C -0.500 2.662 1.444
C -0.883 0.856 3.139
C -1.509 -0.338 3.535
C -1.507 -0.731 4.977
C -2.204 -1.105 2.597
H -4.244 -1.112 0.637
H -3.159 -2.473 0.389
H -3.086 -1.065 -0.692
H -1.829 0.879 -0.088
H -1.365 3.321 1.553
H -0.188 2.727 0.402
H 0.287 3.048 2.091
H -0.425 1.485 3.895
H -1.717 -1.791 5.108
H -2.286 -0.170 5.501
H -0.560 -0.485 5.455
H -2.757 -1.976 2.930
S -1.021 -4.519 -0.544
C -1.357 -3.637 -1.966
C -0.977 -2.325 -1.893
C -0.397 -2.034 -0.636
C -0.344 -3.127 0.191
C 0.289 -2.971 1.477
C 0.453 -3.941 2.459
C 1.120 -3.618 3.623
C 1.621 -2.330 3.792
C 1.420 -1.408 2.789
N 0.763 -1.712 1.659
H -1.825 -4.139 -2.799
H -1.113 -1.620 -2.699
H 0.066 -4.937 2.293
H 1.261 -4.363 4.394
H 2.161 -2.046 4.683
H 1.783 -0.393 2.873
C -1.643 3.196 -2.524
C -1.005 2.325 -3.614
C -1.771 1.011 -3.798
C 0.475 2.151 -3.381
C 1.380 2.716 -4.251
C 2.751 2.614 -4.032
C 3.255 1.946 -2.898
C 2.424 1.355 -1.991
C 3.018 0.704 -0.759
C 2.755 -0.798 -0.676
C 2.638 1.417 0.544
C 0.997 1.418 -2.237
O 0.137 0.851 -1.479
H -2.676 3.416 -2.793
H -1.118 4.145 -2.409
H -1.648 2.680 -1.563
H -1.081 2.875 -4.555
H -1.888 0.486 -2.850
H -1.275 0.351 -4.512
H -2.765 1.229 -4.186
H 1.017 3.253 -5.118
H 3.442 3.066 -4.730
H 4.327 1.913 -2.745
H 4.100 0.813 -0.860
H 1.699 -1.205 -0.918
H 3.146 -1.253 0.231
H 3.199 -1.316 -1.532
H 1.569 1.348 0.826
H 2.826 2.488 0.475
H 3.215 1.018 1.378
*
```

Let us look at the natural (NBO) charges, expressed in e, one per atom: atom 1 (Ir): 0.887, atom 2 (C): -0.668, atom 3 (C): 0.213, atom 4 (C): -0.463, atom 5 (C): 0.225, atom 6 (C): -0.689, atom 7 (C): -0.330, atom 8 (C): 0.178, atom 9 (C): -0.664, atom 10 (C): -0.305, atom 11 (H): 0.265, atom 12 (H): 0.246, atom 13 (H): 0.231, atom 14 (H): 0.262, atom 15 (H): 0.269, atom 16 (H): 0.224, atom 17 (H): 0.238, atom 18 (H): 0.236, atom 19 (H): 0.238, atom 20 (H): 0.267, atom 21 (H): 0.237, atom 22 (H): 0.240, atom 23 (S): 0.537, atom 24 (C): -0.355, atom 25 (C): -0.323, atom 26 (C): -0.042, atom 27 (C): -0.377, atom 28 (C): 0.222, atom 29 (C): -0.223, atom 30 (C): -0.109, atom 31 (C): -0.247, atom 32 (C): 0.056, atom 33 (N): -0.446, atom 34 (H): 0.267, atom 35 (H): 0.246, atom 36 (H): 0.251, atom 37 (H): 0.252, atom 38 (H): 0.253, atom 39 (H): 0.218, atom 40 (C): -0.595, atom 41 (C): -0.264, atom 42 (C): -0.595, atom 43 (C): 0.076, atom 44 (C): -0.220, atom 45 (C): -0.046, atom 46 (C): -0.211, atom 47 (C): 0.025, atom 48 (C): -0.285, atom 49 (C): -0.567, atom 50 (C): -0.579, atom 51 (C): 0.389, atom 52 (O): -0.580, atom 53 (H): 0.238, atom 54 (H): 0.223, atom 55 (H): 0.191, atom 56 (H): 0.228, atom 57 (H): 0.197, atom 58 (H): 0.218, atom 59 (H): 0.237, atom 60 (H): 0.247, atom 61 (H): 0.245, atom 62 (H): 0.240, atom 63 (H): 0.251, atom 64 (H): 0.223, atom 65 (H): 0.252, atom 66 (H): 0.285, atom 67 (H): 0.166, atom 68 (H): 0.258, atom 69 (H): 0.238